1.
Formula: C6H12O2
Source: OMol25
Level of theory: ωB97M-V/def2-TZVPD

XYZ file:
```
20
C6H12O2 | OMol25 | ωB97M-V/def2-TZVPD
H 0.06 0.75 0.76
C 0.30 2.81 1.26
C -0.33 -1.59 0.00
H -1.72 -3.07 0.71
H 1.56 -0.74 0.41
O -0.91 -0.45 -0.74
O -2.33 -0.27 -0.48
H -0.44 -3.74 -0.30
H -1.72 -2.86 -1.07
H -0.23 2.72 2.20
H 0.57 1.84 -1.70
C -1.10 -2.87 -0.16
C 0.98 -1.65 0.29
H 1.89 0.95 -0.91
C 0.44 1.77 0.43
H 0.77 3.76 1.06
C 1.23 1.82 -0.83
H 1.46 -2.56 0.62
H -2.35 0.68 -0.65
H 1.87 2.71 -0.90
```

Summary:
SMILES = C=C(C)OO.C=CC
HOMO = -9.3 eV
2S+1 = 1
Gap between HOMO and LUMO = 10.148 eV
Total charge = 0

***

2.
Formula: C6H12O2S
Source: OMol25
Level of theory: ωB97M-V/def2-TZVPD

XYZ file:
```
21
C6H12O2S | OMol25 | ωB97M-V/def2-TZVPD
H 0.22 -3.28 -1.29
O -0.69 0.43 -2.75
O -2.63 -0.31 -1.18
C 0.22 -2.35 -1.69
H 0.65 0.03 2.35
H -1.60 0.22 1.78
C 1.13 -1.26 -1.17
C 0.33 0.99 1.87
C -1.01 1.09 1.62
H 1.33 -0.50 -1.94
S -1.09 0.32 -1.37
H -1.55 1.93 1.10
H 2.02 -1.52 -0.62
H -3.26 0.21 -0.84
C -0.24 -1.23 -0.65
H -0.30 -1.34 0.34
H 2.37 1.60 2.34
H 1.23 2.91 2.26
H -0.32 -2.32 -2.64
C 1.46 2.03 1.75
H 1.73 2.33 0.73
```

Summary:
HOMO (alpha / beta) = -5.6 / -9.2 eV
2S+1 = 3
Gap between HOMO and LUMO (alpha / beta) = 6.216 / 7.131 eV
Total charge = 0

***

3.
Formula: C6H12O3SSi
Source: OMol25
Level of theory: ωB97M-V/def2-TZVPD

XYZ file:
```
23
C6H12O3SSi | OMol25 | ωB97M-V/def2-TZVPD
C -2.25 -1.48 -1.32
H 4.03 1.45 -0.24
H -3.17 -0.92 -1.58
Si -1.17 -0.51 -0.17
H -0.80 1.87 0.57
H -1.76 -1.68 -2.18
C 2.92 1.43 -0.53
O 2.07 -2.00 0.42
H -2.67 1.47 0.06
H -0.25 -1.88 1.59
S 1.66 -0.69 0.04
O 0.43 -0.76 -0.86
C 2.00 1.68 0.67
H -2.02 -2.16 1.58
H -2.71 -2.26 -0.87
H 2.84 2.23 -1.37
C 1.29 0.63 1.21
O 2.75 0.08 -0.99
H -1.22 1.73 -1.06
C -1.20 -1.43 1.55
C -1.47 1.38 -0.06
H -1.28 -0.77 2.33
H 2.00 2.58 1.22
```

Summary:
HOMO = -9.1 eV
2S+1 = 1
Gap between HOMO and LUMO = 9.800 eV
Total charge = 0

***

In the order shown, the computed relative energy (zero: lowest compared OMol25 entry of this formula, charge and spin) values come out to 131.0, 25.8, 34.1 kcal/mol.